Formula: C19H25N2O2
Source: OMol25
Level of theory: ωB97M-V/def2-TZVPD

Computed properties:
Calculated total energy   -998.75634 a.u.
Gap between HOMO and LUMO   8.0 eV
Highest occupied orbital energy   -10.345 eV
Charge   +1
LUMO energy   -2.3 eV
SMILES   O[C@@H](CN(c1ccccc1)c1ccccc1)C[NH+]1CCOCC1

Structure (XYZ):
```
48
Properties=species:S:1:pos:R:3:mulliken_charge:R:1
O 1.011 0.291 -0.550 -0.683
H 1.209 -0.365 0.137 0.454
C -0.379 0.542 -0.508 1.501
C -0.581 1.923 -1.150 -1.385
N 0.337 2.036 -2.307 0.258
H 1.179 1.516 -1.990 0.468
C 0.723 3.427 -2.636 -0.414
H 1.144 3.911 -1.754 0.401
H -0.171 3.966 -2.956 0.342
C 1.754 3.410 -3.771 -0.595
O 1.239 2.762 -4.904 -0.377
C 0.897 1.431 -4.623 -0.647
H 0.509 1.010 -5.551 0.402
C -0.172 1.365 -3.527 -0.458
H -0.416 0.328 -3.301 0.308
H -1.071 1.892 -3.857 0.383
H 1.784 0.858 -4.313 0.342
H 1.991 4.429 -4.078 0.387
H 2.677 2.916 -3.429 0.344
H -1.612 2.076 -1.464 0.231
H -0.309 2.694 -0.425 0.351
C -0.895 0.496 0.945 -1.836
N -0.473 -0.740 1.553 0.429
C -1.025 -1.958 1.123 0.455
C -2.226 -2.038 0.422 -0.400
C -2.695 -3.263 -0.024 -0.826
C -1.980 -4.422 0.214 -0.524
C -0.781 -4.349 0.906 -0.793
C -0.303 -3.133 1.348 -0.068
H 0.635 -3.082 1.882 0.503
H -0.210 -5.245 1.096 0.396
H -2.353 -5.372 -0.132 0.410
H -3.634 -3.305 -0.556 0.407
H -2.823 -1.158 0.237 0.404
C 0.185 -0.676 2.804 0.018
C -0.267 -1.431 3.883 -0.096
C 0.385 -1.366 5.099 -0.715
C 1.486 -0.541 5.261 -0.526
C 1.934 0.218 4.194 -0.858
C 1.294 0.150 2.970 -0.127
H 1.668 0.741 2.144 0.316
H 2.793 0.862 4.309 0.394
H 1.991 -0.489 6.212 0.404
H 0.025 -1.956 5.927 0.395
H -1.130 -2.068 3.760 0.485
H -0.460 1.320 1.515 0.569
H -1.984 0.621 0.951 0.296
H -0.902 -0.235 -1.086 0.276
```